(1)
Density functional theory data (ωB97M-V with the def2-TZVPD basis set) for one molecule with the formula C20H21N5O2 at a distorted geometry.

total energy	-32624.73040	eV
frontier orbital gap	7.0	eV
highest occupied orbital energy	-7.25	eV

Atoms and positions in Å:
O  -0.56598  -0.39550  -0.39709
O  -2.05209  2.05308  -0.39599
N  3.43662  2.67719  -3.51935
N  0.75492  -4.65394  2.18684
N  1.97908  1.39581  -2.44956
N  1.69928  3.72629  -2.59217
N  -1.44752  -2.29128  0.78508
C  -0.18532  4.67028  -1.42158
C  -2.49196  -1.42221  1.30269
C  -2.13517  6.45763  -0.58327
C  -1.11783  2.75101  -0.77161
C  0.65019  3.55954  -1.82290
C  0.63633  -6.11416  1.93144
C  -0.44699  -3.88770  2.53614
C  1.94977  -4.16972  2.88559
C  0.59745  -2.31052  -0.59549
C  0.49065  -0.10079  -1.23698
C  -0.98900  6.94573  -1.21757
C  -0.03151  6.02775  -1.69183
C  -1.38823  -3.67798  1.29674
C  1.23924  -1.25813  -1.40448
C  -0.49332  -1.73092  -0.06221
C  0.11828  2.36684  -1.44258
C  0.86905  1.23618  -1.69928
C  -1.31447  4.17599  -0.78221
C  2.28297  2.59741  -2.83567
C  -2.28510  5.07274  -0.34162
H  -3.34971  -1.42112  0.62735
H  0.83333  6.35304  -2.26822
H  3.78861  3.58779  -3.53105
H  -2.87468  -1.76276  2.28076
H  0.43697  -6.64553  2.87083
H  -0.87301  7.99125  -1.43311
H  2.80598  -4.72392  2.54169
H  0.94936  -3.33092  -0.43072
H  -0.18286  -6.33668  1.22495
H  -2.44259  -4.03724  1.54355
H  -0.21931  -2.88511  2.91463
H  -0.94772  -4.38112  3.35508
H  2.14984  -3.08103  2.69882
H  2.07967  -1.33737  -2.05758
H  -2.17711  -0.38311  1.45166
H  -1.08887  -4.33127  0.46475
H  4.03891  1.90041  -3.25703
H  1.58681  -6.42965  1.46781
H  -3.17064  4.71614  0.17111
H  1.80819  -4.28430  3.95482
H  -2.91047  7.12186  -0.25117

Atom charges from the Mulliken analysis, given in e for atoms 1 to 4:
1. O -0.30
2. O -0.64
3. N -0.52
4. N 0.36

=====

(2)
Density functional theory data (ωB97M-V with the def2-TZVPD basis set) for C12H26NO2P2Ti as an isolated structure at a distorted geometry.

total energy	-60126.52698	eV
net charge	+2
multiplicity	2
frontier orbital gap (spin up / spin down)	7.9 / 7.5	eV
highest occupied orbital energy (spin up / spin down)	-15.06 / -14.98	eV
<S²>	0.755

Atoms and positions in Å:
Ti  -0.34580  0.19647  -0.40637
P  0.03752  -1.52281  -2.15568
P  -0.57665  2.70483  -0.42699
O  -3.61940  0.24788  -0.22795
O  -0.03347  -0.76496  1.13083
N  0.35634  -1.18681  2.32588
C  1.54681  -2.49946  -1.76253
C  1.67184  -1.41767  2.54729
C  -0.16536  -1.64535  4.59348
C  1.18669  -1.65217  4.91080
C  -2.00833  3.32981  0.52374
C  0.24564  -1.47156  -3.96201
C  -0.57284  -1.41724  3.27135
C  -2.44577  0.17015  -0.36392
C  -1.14720  -2.90274  -2.02736
C  -0.68298  3.63999  -1.99754
C  0.81131  3.55771  0.40507
C  2.11175  -1.57848  3.85792
H  1.63197  0.14205  -0.76153
H  1.52127  0.78796  -0.26956
H  -0.64543  -1.02500  -4.42013
H  -0.50869  0.48241  -2.02576
H  -0.80077  4.72171  -1.81667
H  0.59912  4.63771  0.43269
H  -2.14906  -2.58624  -2.34335
H  0.23098  3.47072  -2.58573
H  -2.94608  2.98283  0.06722
H  -0.93709  -1.88414  5.31455
H  1.54775  -2.82167  -0.71231
H  1.13407  -0.88187  -4.22341
H  -0.81164  -3.71866  -2.68772
H  -1.99387  4.43039  0.56223
H  1.74544  3.37123  -0.14265
H  2.33890  -1.41688  1.69731
H  0.91489  3.17332  1.42962
H  -1.54136  3.27171  -2.57728
H  -1.95107  2.93074  1.54718
H  0.37245  -2.49929  -4.33153
H  2.45063  -1.90742  -1.95777
H  -1.20347  -3.28231  -0.99785
H  -1.60344  -1.38299  2.92975
H  3.17331  -1.63156  4.08894
H  1.49413  -1.76015  5.95592
H  1.56698  -3.39222  -2.40814

Atom charges from the Mulliken analysis, given in e for atoms 1 to 4:
1. Ti -0.50
2. P 1.22
3. P 1.07
4. O -0.20

=====

(3)
Density functional theory data (ωB97M-V with the def2-TZVPD basis set) for a 2-piece molecular cluster, C9H12N2O3 overall at a distorted geometry.

total energy	-18642.79504	eV
multiplicity	3
frontier orbital gap (spin up / spin down)	7.5 / 7.4	eV
highest occupied orbital energy (spin up / spin down)	-7.40 / -10.05	eV
<S²>	2.042

Atoms and positions in Å:
O  2.62444  2.83943  0.77649
O  -1.70765  1.91529  -0.53096
O  1.90935  0.43620  -2.64656
N  3.95383  -0.14608  1.46118
N  -0.57559  2.33640  0.23552
C  2.13802  0.04326  -0.35685
C  3.09562  -0.08744  0.68841
C  0.95854  -2.05732  -0.59682
C  0.75841  -0.59035  -0.10400
C  0.28839  -0.44985  1.41039
C  1.72093  2.47656  0.19175
C  -2.89296  2.02572  0.30958
C  2.57010  0.49612  -1.61773
C  0.52527  2.50913  -0.47104
H  -3.75392  1.41801  0.13588
H  1.62424  -2.66126  0.05650
H  3.59553  0.85134  -1.74565
H  0.03213  -2.54382  -0.28272
H  0.36268  -1.38740  1.87284
H  1.00711  0.21239  1.95503
H  0.48540  2.32703  -1.59102
H  -3.18366  3.03414  0.23075
H  0.15708  -0.11247  -0.74667
H  -0.66900  0.12195  1.42183
H  1.38781  -2.26198  -1.63320
H  -2.56398  1.83976  1.29247

Atom charges from the Mulliken analysis, given in e for atoms 1 to 4:
1. O -0.29
2. O -0.19
3. O -0.49
4. N -0.52

=====

(4)
Density functional theory data (ωB97M-V with the def2-TZVPD basis set) for C34H44BCsGe2N5OS2 as an isolated structure at a distorted geometry.

total energy	-181396.52194	eV
net charge	-1
frontier orbital gap	6.9	eV
highest occupied orbital energy	-4.86	eV

Atoms and positions in Å:
Cs  0.34633  0.94611  -0.27902
Ge  -3.20134  -0.39173  2.06299
Ge  -1.43474  0.59989  3.39660
S  5.20438  1.00707  -1.45291
S  3.34419  2.16372  -3.50110
O  -0.21409  -2.45916  1.63036
N  -0.94922  -1.07266  -2.10145
N  1.67732  -3.11082  -1.70101
N  3.53040  -0.33348  -3.05155
N  -0.44632  -2.12340  -2.78342
N  1.96486  -2.29358  -0.67293
C  -0.64166  7.38444  -4.22320
C  -5.97569  1.49357  4.94844
C  0.16209  4.37589  -2.15627
C  -8.28394  1.01981  4.46797
C  -1.35426  -0.79586  -4.30662
C  -0.59373  6.49272  -3.16480
C  4.06469  0.82013  -2.64035
C  -4.96490  0.02555  -0.25424
C  0.45635  -1.56290  1.42571
C  -4.11510  0.45607  3.61717
C  -3.10238  0.86310  4.41044
C  -0.13138  -0.47134  4.40895
C  2.79528  -3.67578  -2.18316
C  -3.27714  -2.35768  2.07563
C  2.46022  1.05578  -4.63817
C  -7.88651  0.19427  3.42864
C  0.78819  5.03081  -4.46148
C  -1.49686  -0.27345  -3.01619
C  3.87190  -3.21404  -1.44794
C  -7.31941  1.67463  5.22407
C  -0.22232  -0.19707  5.90961
C  -3.56142  0.31380  0.27624
C  -0.68217  -1.98184  -4.09691
C  3.28600  -2.33744  -0.52071
C  -5.55656  0.64712  3.91845
C  0.12388  5.29239  -3.25697
C  0.74020  5.92271  -5.51960
C  0.19336  3.61995  -1.18424
C  -0.93469  3.34206  4.16867
C  0.02490  7.10810  -5.41006
C  -0.68590  2.37817  3.00655
C  -6.53690  0.01691  3.15819
C  -4.62850  -2.99806  2.37791
C  2.33453  -0.25460  -3.86646
B  0.19368  -3.37878  -2.11341
H  -1.99249  0.64125  -2.72192
H  -0.36299  -2.74542  -4.78485
H  0.38525  2.30440  2.80840
H  3.76185  -1.74581  0.24554
H  -2.53977  -2.69127  2.81014
H  -0.44546  -3.68140  -1.13383
H  -0.30167  -1.52781  4.20464
H  -1.99452  3.39785  4.41810
H  -5.07790  0.36931  -1.28441
H  3.71378  -1.16373  -2.49358
H  -1.14251  2.77666  2.09795
H  0.52993  -0.75891  6.46800
H  -5.36288  -2.78901  1.59901
H  -8.62666  -0.31004  2.82069
H  2.27381  -1.11962  -4.52734
H  -4.53568  -4.08397  2.44619
H  -2.90211  -2.69189  1.10523
H  3.04008  0.93474  -5.55345
H  -0.07421  0.85931  6.13911
H  1.42996  -0.23352  -3.25194
H  -6.23930  -0.61765  2.33537
H  -3.36152  1.38827  0.28268
H  -5.23697  2.02595  5.53209
H  -9.33473  1.16601  4.67994
H  -3.27162  1.33149  5.37947
H  0.86820  -0.23964  4.03462
H  0.23033  -4.25059  -2.95704
H  -1.20486  8.30458  -4.11999
H  -1.20171  -0.47485  6.30151
H  -2.81512  -0.14496  -0.38054
H  1.35051  4.11002  -4.54641
H  1.26765  5.69133  -6.43757
H  -7.61743  2.33827  6.02563
H  1.48411  1.47471  -4.87368
H  -1.70422  -0.38237  -5.23659
H  -1.11360  6.71053  -2.24069
H  -5.18171  -1.04475  -0.24747
H  -5.73046  0.52328  0.34286
H  -5.04415  -2.64631  3.32222
H  -0.40264  3.03437  5.07075
H  -0.60037  4.35064  3.91794
H  -0.01276  7.80605  -6.23665
H  4.91194  -3.46428  -1.56384
H  2.74117  -4.37841  -2.99617

Atom charges from the Mulliken analysis, given in e for atoms 1 to 4:
1. Cs 1.39
2. Ge -0.22
3. Ge -0.04
4. S -0.38

=====

(5)
Density functional theory data (ωB97M-V with the def2-TZVPD basis set) for C15H13N6O6RhS as an isolated structure at a distorted geometry.

total energy	-50829.62522	eV
frontier orbital gap	6.8	eV
highest occupied orbital energy	-8.48	eV

Atoms and positions in Å:
Rh  -0.84293  -0.47063  1.41435
S  -3.12376  -0.88232  1.54858
O  1.33325  4.04442  -4.59477
O  -1.48216  3.72635  1.09852
O  0.09368  -0.65379  -4.16469
O  1.14356  5.33078  -2.87897
O  -0.98372  1.59074  1.52111
O  -0.89735  -1.25735  -2.36671
N  -1.78525  -3.19851  1.68311
N  -0.74625  -2.41169  1.44748
N  1.13551  -0.74094  0.91276
N  -0.41796  -0.40101  -3.09447
N  1.00393  4.26549  -3.44478
N  -4.01011  -3.30454  2.24860
C  -0.76880  2.43267  -0.75239
C  -2.93639  -2.60458  1.85059
C  2.08277  0.17845  0.74095
C  0.36026  -2.95077  1.00336
C  3.67637  -1.48217  0.10228
C  0.38158  3.18279  -2.69969
C  -1.05163  1.22364  -1.38637
C  2.72098  -2.44345  0.33421
C  -0.59779  -0.51502  3.47572
C  -0.41714  0.94469  -2.61795
C  3.36180  -0.14340  0.33865
C  1.43802  -2.05991  0.75041
C  0.27452  1.94156  -3.28289
C  -1.13950  2.61281  0.75664
C  -0.07498  3.43239  -1.40307
H  2.92162  -3.49445  0.18139
H  1.80109  1.20554  0.94034
H  0.38337  -4.01625  0.82901
H  -1.87439  0.58949  -1.06475
H  0.71617  1.75055  -4.25031
H  -3.94726  -4.30965  2.21554
H  -0.94021  0.46320  3.80586
H  4.09791  0.63534  0.20974
H  0.10665  4.38900  -0.93690
H  -1.19721  -1.30230  3.92891
H  0.45585  -0.65785  3.71277
H  -4.91802  -2.88932  2.13414
H  4.66391  -1.74998  -0.24633

Atom charges from the Mulliken analysis, given in e for atoms 1 to 4:
1. Rh 0.68
2. S -0.38
3. O -0.61
4. O -0.65

=====

(6)
Density functional theory data (ωB97M-V with the def2-TZVPD basis set) for a 2-piece molecular cluster, C2H5ClO3 overall at a distorted geometry.

total energy	-20817.95661	eV
frontier orbital gap	10.5	eV
highest occupied orbital energy	-10.11	eV

Atoms and positions in Å:
Cl  1.62607  0.20420  -1.30941
O  0.58481  0.99861  0.93583
O  -0.20289  -1.13685  0.09441
O  -1.31923  1.33166  -1.04360
C  0.67946  -0.13835  0.13824
C  0.96840  -1.45218  0.81333
H  0.87946  -1.68195  1.78719
H  -0.27580  1.24860  0.60735
H  -1.37337  2.14574  -1.61707
H  1.59419  -2.12604  0.42907
H  -2.14019  0.85303  -1.13108

Atom charges from the Mulliken analysis, given in e for atoms 1 to 4:
1. Cl -0.22
2. O -0.44
3. O -0.38
4. O -0.60

=====

(7)
Density functional theory data (ωB97M-V with the def2-TZVPD basis set) for an isolated ion of composition C3H7O2 and charge -1 at a distorted geometry.

total energy	-7318.43080	eV
net charge	-1
frontier orbital gap	7.4	eV
highest occupied orbital energy	-2.82	eV

Atoms and positions in Å:
O  -0.12933  -0.33099  0.96364
O  -1.34432  0.33730  -0.94242
C  0.82531  -0.66534  -1.30002
C  -0.54320  -0.60534  -0.54761
C  -0.32125  0.93544  1.51711
H  -0.82155  0.76785  2.50332
H  1.40631  -1.53473  -1.07285
H  0.66517  1.22871  1.69843
H  -0.78645  1.75698  0.92125
H  1.36858  0.34586  -1.05603
H  -0.95760  -1.68005  -0.38284
H  0.63833  -0.55570  -2.30196

Atom charges from the Mulliken analysis, given in e for atoms 1 to 4:
1. O -0.38
2. O -0.85
3. C -1.04
4. C 0.30

=====

(8)
Density functional theory data (ωB97M-V with the def2-TZVPD basis set) for a 2-piece molecular cluster, C3H9N4 overall at a distorted geometry.

total energy	-9207.03610	eV
net charge	+1
frontier orbital gap	8.8	eV
highest occupied orbital energy	-13.93	eV

Atoms and positions in Å:
N  1.57392  -0.59982  -0.59809
N  3.65926  0.21013  0.02836
N  4.82128  0.42599  0.05498
N  -1.09401  -0.05787  0.26251
C  2.40053  0.12554  0.11106
C  -2.27739  -0.27769  -0.21538
C  -3.63426  0.36814  0.10982
H  -1.16630  0.18216  1.25939
H  1.79492  -1.35023  -1.22328
H  5.39793  -0.29170  0.46952
H  0.53853  -0.40773  -0.48389
H  -3.65824  1.32644  -0.41113
H  -2.06804  -0.69825  -1.21336
H  -3.94892  0.69344  1.11832
H  -4.41760  -0.10723  -0.35254
H  2.07839  0.45866  1.08370

Atom charges from the Mulliken analysis, given in e for atoms 1 to 4:
1. N -0.28
2. N 0.56
3. N -0.67
4. N -0.55

=====

- Which of these has the lowest total energy?
  C34H44BCsGe2N5OS2

=====

- Which of these has the highest total energy?
  C3H7O2

=====

- The lowest total energy belongs to which entry?
  C34H44BCsGe2N5OS2

=====

- What is the total energy in the seventh record?
  -7318.43080 eV